A cluster of 15 separate species, C50H140N10O15 in total at a distorted geometry, computed with the ωB97M-V functional and the def2-TZVPD basis.

```
215
Properties=species:S:1:pos:R:3:forces:R:3:lowdin_charge:R:1
C -3.0502 2.1356 -3.2343 1.6102 0.5313 0.7058 -0.031
C -2.3942 3.4742 -2.8034 1.2084 -0.8522 0.7348 -0.356
C -3.3255 4.1881 -1.8516 -1.3686 0.7892 0.4096 -0.203
O -4.5649 4.5869 -2.5008 0.8256 1.3377 -0.2498 -0.226
C -4.5205 5.9081 -3.1021 -0.0075 -0.9596 -1.8565 -0.099
N -1.1127 3.1554 -2.0048 -1.3888 -1.1782 -1.5639 0.072
H -2.3511 1.5269 -3.8228 0.0513 0.1040 0.2108 0.057
H -3.8826 2.3278 -3.8926 -0.6338 -0.2110 0.3561 0.062
H -3.2224 1.6184 -2.2500 -0.4456 0.1539 -1.2647 0.079
H -2.1190 4.1640 -3.6277 -0.3795 -0.5060 0.0927 0.132
H -2.8633 5.0165 -1.3097 0.2720 0.5427 -0.5648 0.123
H -3.6864 3.6267 -0.9873 0.2608 -0.8829 -0.3604 0.102
H -3.7225 5.9745 -3.9460 -1.2426 -0.2252 1.2633 0.101
H -4.2853 6.6931 -2.3919 -0.0733 0.0377 0.3739 0.067
H -5.5437 6.0965 -3.5778 1.4389 -0.2972 0.7504 0.102
H -0.4588 2.7011 -2.6615 -0.5667 -0.1389 0.2687 0.057
H -0.6564 4.0184 -1.9070 0.6991 1.6783 0.6533 0.030
C 3.5934 -2.9327 -1.0554 -1.4532 0.0199 -0.1691 -0.053
C 2.4327 -3.9050 -1.3462 0.1542 0.9592 -0.5884 -0.414
C 1.6655 -3.3464 -2.6124 -1.1128 0.0209 1.7360 -0.165
O 0.4387 -4.0799 -2.6821 1.1387 -0.4045 -0.9836 -0.238
C -0.3125 -3.6287 -3.7963 -1.4670 -0.5464 1.5518 -0.097
N 3.0477 -5.2315 -1.5591 -0.9505 -1.4637 1.0529 0.012
H 4.3146 -2.9680 -1.8500 0.2386 -0.0418 -0.5721 0.076
H 4.1035 -3.1945 -0.1657 0.4934 -0.2951 1.0906 0.056
H 3.2153 -1.9200 -0.9509 0.0245 0.1988 0.0676 0.054
H 1.6472 -3.9688 -0.5475 0.7717 0.5880 -0.4298 0.109
H 2.2103 -3.4621 -3.5567 0.1968 0.1592 0.2244 0.128
H 1.2752 -2.2653 -2.4528 1.4357 -1.2324 -0.1541 0.132
H -1.0873 -4.3789 -3.9143 -0.3449 0.1542 -0.1758 0.086
H 0.1833 -3.5046 -4.7302 1.0459 0.0392 -0.6084 0.076
H -0.7610 -2.6928 -3.4694 -0.2702 0.3282 -0.4842 0.063
H 3.4869 -5.5895 -0.6372 -1.0120 0.9426 -1.9255 0.107
H 2.2531 -5.8971 -1.7531 1.2003 0.6940 0.2087 0.079
C -1.0841 -7.1082 0.1928 -1.6384 -0.0678 0.1203 -0.060
C -1.2646 -5.6928 0.6747 -0.3356 0.4102 0.5949 -0.411
C 0.0302 -5.2959 1.4486 -0.9614 -0.1479 0.0349 -0.185
O -0.1992 -4.0571 2.0710 -0.9873 0.6161 0.5548 -0.214
C 0.5545 -3.6374 3.2042 2.2085 -0.4809 -2.2143 -0.077
N -1.5381 -4.7832 -0.4477 -0.5281 0.5323 1.3254 0.066
H -0.7325 -7.7131 1.0346 -0.3495 -0.3198 -0.3975 0.083
H -0.3518 -7.0637 -0.5519 1.5407 -0.3042 -1.2084 0.048
H -1.9965 -7.4912 -0.3427 0.7344 0.1760 0.9320 0.107
H -2.1536 -5.6634 1.3461 0.7252 0.1747 -0.1329 0.135
H 0.8155 -5.1913 0.6950 0.3100 -0.2254 0.0859 0.101
H 0.2735 -6.1239 2.1453 0.0820 0.5692 0.0375 0.128
H 0.1175 -2.9292 3.8480 -1.3059 0.9023 0.1954 0.051
H 1.4873 -3.1497 2.8078 -0.5233 -0.3806 0.5399 0.097
H 0.8211 -4.4759 3.8041 0.3297 -0.9251 0.5522 0.072
H -0.8141 -4.8985 -1.1415 0.3386 0.5677 -0.1654 0.058
H -1.5832 -3.8112 -0.0590 0.4509 -0.9027 -0.7205 0.083
C 2.5332 3.3508 -0.8074 0.5983 -2.7523 1.1926 -0.028
C 3.3133 2.5212 -1.9071 0.1906 1.0859 0.9203 -0.395
C 4.2160 1.4959 -1.2405 0.4348 -1.2289 0.5603 -0.183
O 5.1216 1.9875 -0.2723 -1.5489 -1.0774 1.0555 -0.226
C 6.0471 2.8776 -0.6745 0.1198 3.3480 -0.0305 -0.166
N 2.5552 1.9013 -2.9756 0.8983 0.0480 0.3838 0.073
H 3.1608 3.9396 -0.1296 0.1946 0.2321 -0.6040 0.065
H 2.0891 2.6273 -0.0623 0.1907 0.3780 -0.8003 0.081
H 1.7132 3.8960 -1.1835 -0.7243 0.9173 -0.7019 0.039
H 3.9325 3.2546 -2.4345 0.3008 -0.1102 0.1317 0.133
H 4.8491 0.9160 -1.9007 -0.1105 0.1650 -1.1197 0.123
H 3.6933 0.6831 -0.6951 -0.4195 0.7270 -0.2455 0.112
H 6.8615 2.8235 -0.0076 1.3597 -0.4305 0.6529 0.063
H 5.7109 3.9553 -0.4852 0.0306 -0.9191 -0.6605 0.111
H 6.3967 2.8098 -1.6933 0.0088 -0.3120 -0.5168 0.095
H 2.2956 2.6394 -3.5942 -0.7634 0.1778 -0.6012 0.038
H 1.7699 1.3813 -2.6531 -0.7475 -0.2428 0.2350 0.046
C 6.5268 1.4974 2.8927 -2.1387 -2.0304 -0.3816 -0.023
C 5.0616 1.9168 3.4050 2.6993 -0.4273 1.0018 -0.418
C 5.0757 2.2692 4.9198 -0.7789 0.0471 -0.1884 -0.173
O 5.8338 1.3328 5.7113 -0.5109 0.5573 -0.6346 -0.206
C 5.2770 1.0971 6.9992 -0.8077 1.5985 -0.9802 -0.099
N 4.5312 3.0073 2.6588 0.4745 2.1399 -1.9907 0.032
H 6.8937 0.4668 3.2227 -0.5132 1.5262 -0.1464 0.092
H 7.2462 2.2424 3.0335 1.1502 1.1999 0.9857 0.047
H 6.4511 1.4760 1.8004 -0.1886 -0.4288 0.0160 0.040
H 4.3667 1.1326 3.2311 -0.3010 -1.2372 0.0330 0.088
H 3.9902 2.3596 5.2665 1.3421 -0.2123 -0.2113 0.138
H 5.5391 3.2703 4.9877 -0.0906 -0.1971 0.2525 0.121
H 4.2806 0.7170 6.8422 -0.4788 0.1018 0.3228 0.039
H 5.2426 2.0176 7.6359 0.1749 -0.7262 -0.3966 0.111
H 5.8166 0.3080 7.4194 1.1768 -0.9641 0.9456 0.065
H 4.8454 2.9223 1.6466 -0.8649 -0.0948 1.5934 0.069
H 4.9022 3.9341 2.9480 -0.1929 -0.9231 0.0260 0.088
C -2.7542 3.0029 2.0357 1.5212 0.7396 -0.9199 -0.047
C -2.6908 1.5086 1.8400 1.2237 -0.1961 -0.1752 -0.419
C -3.5947 0.6889 2.7221 -0.0653 -0.6372 -1.0857 -0.239
O -2.9908 0.5763 3.9811 -0.5118 -0.4247 0.7032 -0.162
C -4.0019 0.1723 4.8996 0.5758 0.4532 0.0088 -0.099
N -2.8409 1.2039 0.4169 -1.6272 -1.1177 1.0456 0.047
H -2.7658 3.2440 3.0777 -0.1590 0.4061 0.7068 0.066
H -3.6181 3.4099 1.4999 -0.0425 0.0335 0.3152 0.076
H -1.8172 3.4959 1.5758 -1.3830 -0.6930 0.6355 0.097
H -1.6751 1.1228 2.1261 -0.6080 0.4558 -0.1571 0.145
H -3.7889 -0.2707 2.2168 0.6336 -0.3527 0.2809 0.105
H -4.6135 1.0015 2.8383 -0.6931 1.2338 -0.0190 0.116
H -3.5542 -0.1511 5.8214 0.4304 -0.1624 0.3435 0.079
H -4.5739 -0.6436 4.4894 -0.3717 -0.4133 -0.1446 0.075
H -4.6576 1.0101 5.1347 -0.2336 0.1039 -0.1053 0.091
H -2.1871 1.7658 -0.0565 0.8115 0.9844 -1.0594 0.023
H -3.7930 1.4607 0.1465 0.2098 -0.0627 -0.2259 0.065
C 0.8567 0.1546 -6.5890 1.5075 -0.6640 -0.8315 -0.077
C -0.6256 0.4735 -6.7638 0.3589 -0.7795 -0.1497 -0.441
C -1.5019 -0.4909 -5.9734 -0.2328 -0.4711 -0.8338 -0.232
O -2.8244 -0.1076 -6.1722 -1.7735 0.1836 0.1517 -0.207
C -3.7604 -0.9689 -5.5002 0.4034 -0.1506 -0.0631 -0.073
N -0.8627 1.8529 -6.3169 1.2516 0.3715 -1.0908 0.048
H 1.1584 -0.8904 -6.9358 -0.7667 1.1102 0.4681 0.090
H 1.1060 0.2201 -5.5096 0.1990 0.2223 -0.6723 0.071
H 1.5458 0.8133 -7.2499 -1.2161 -0.6453 1.3819 0.100
H -0.8589 0.4044 -7.8349 -0.2466 -0.3275 0.1387 0.137
H -1.3286 -0.3579 -4.9298 0.7849 -0.1772 1.1797 0.098
H -1.4071 -1.5774 -6.2475 0.4495 0.8263 0.0736 0.144
H -3.4864 -1.1957 -4.4513 -0.0603 0.8749 -0.1564 0.060
H -3.6529 -1.9650 -5.9392 -0.5341 -0.0655 -0.4222 0.080
H -4.7948 -0.5527 -5.5661 1.0230 -0.3338 -0.0129 0.105
H -1.8403 2.0201 -6.1253 -0.2171 0.0274 -0.3192 0.067
H -0.5606 2.3630 -7.1739 -0.7686 0.2502 1.1815 0.100
C -7.2309 -0.7362 -2.2870 -0.8265 -0.6905 1.7880 -0.060
C -6.1545 0.1617 -1.7054 0.1825 -0.5338 -0.0917 -0.461
C -6.2254 1.4766 -2.3899 -1.4820 0.4597 -0.7670 -0.202
O -6.2631 1.2342 -3.8090 1.5200 -1.2346 1.3249 -0.207
C -6.5214 2.3914 -4.4776 0.8553 1.5700 -0.5413 -0.150
N -6.0817 0.3427 -0.2307 0.0720 -1.8241 -0.2937 0.056
H -8.2494 -0.2743 -2.1460 0.8517 -0.3844 -0.7200 0.101
H -7.2534 -1.6709 -1.6980 -0.0006 0.1851 -0.1749 0.078
H -6.9252 -1.0156 -3.2881 -0.6508 0.2468 -0.3099 0.065
H -5.2484 -0.2928 -2.0854 0.7863 -0.1042 0.4124 0.125
H -5.3565 2.0542 -2.0953 -0.2116 0.6360 -0.1126 0.087
H -7.2236 1.9785 -2.1892 1.1349 -0.1098 0.4075 0.150
H -5.8319 3.2582 -4.2268 -0.3867 -1.0252 -0.5120 0.098
H -7.4723 2.6901 -4.1747 -2.0249 1.1182 0.4912 0.060
H -6.6232 2.1815 -5.5307 0.5178 0.0293 -0.4763 0.092
H -7.0653 0.3204 0.0710 0.5952 0.0613 0.2633 0.075
H -5.6085 -0.5396 0.1655 -1.0148 1.6430 -0.6303 0.073
C 4.4607 -4.1077 4.5431 1.5700 -0.6350 0.3506 -0.056
C 5.0614 -3.0639 5.4811 0.0764 -0.7594 0.7660 -0.441
C 6.5394 -3.3977 5.6807 0.9683 1.2356 -0.4738 -0.211
O 7.1015 -2.4787 6.6099 -0.3717 0.1030 0.0879 -0.190
C 8.3452 -2.8693 7.1170 0.2796 0.8100 1.0824 -0.127
N 4.7071 -1.7180 5.0842 1.1314 1.7325 -1.5142 0.064
H 4.7289 -5.0673 5.0251 0.0152 0.0911 -0.7688 0.088
H 4.8271 -4.0456 3.4909 0.0246 -0.0579 0.8348 0.097
H 3.4125 -4.1168 4.5103 -1.5684 0.4249 0.0092 0.035
H 4.6868 -3.2426 6.5271 -0.2476 0.3132 -0.9144 0.155
H 7.1563 -3.3703 4.7605 -0.3981 0.1237 -0.0493 0.138
H 6.6720 -4.3784 6.0823 -0.2972 -1.0249 0.3061 0.109
H 9.0635 -3.0968 6.3683 0.5970 -0.2498 -1.1232 0.072
H 8.3426 -3.7116 7.8087 -0.5487 -0.3279 0.0292 0.087
H 8.7686 -2.0316 7.6901 -0.3160 -0.0704 -0.1973 0.094
H 5.3173 -0.9981 5.5146 -0.5135 -0.7152 0.3094 0.055
H 4.9809 -1.5161 4.0793 -0.6446 -0.8549 1.1764 0.107
C -0.9780 -0.6181 -1.5654 -1.2516 0.2497 -0.4870 -0.053
C -0.3893 -1.1702 -0.3034 0.7618 -1.2930 0.7919 -0.417
C 0.7754 -0.3333 0.1807 -0.1132 0.7975 -0.0016 -0.200
O 1.3539 -0.8325 1.3404 -1.3333 -2.9179 -0.3410 -0.175
C 2.0278 0.0478 2.0883 1.2141 1.8967 2.5069 -0.155
N -1.4019 -1.3525 0.6984 -1.0572 -0.5975 -0.7065 0.090
H -0.2473 -0.3509 -2.3155 0.4950 0.0732 -0.1474 0.063
H -1.6069 0.2729 -1.3798 0.4323 -0.5323 -0.0745 0.049
H -1.6172 -1.3907 -2.0254 0.0223 0.3050 0.1640 0.072
H -0.0303 -2.1951 -0.5161 0.3790 0.3484 -0.0798 0.119
H 0.4144 0.6813 0.4047 -0.0621 0.1657 -0.2912 0.126
H 1.5482 -0.2918 -0.5803 0.2322 0.2632 -0.5630 0.099
H 1.3364 0.8731 2.4809 1.0705 -0.5621 -0.6488 0.123
H 2.9191 0.4025 1.5568 -0.1484 0.7819 -0.1644 0.074
H 2.4831 -0.4118 3.0104 -0.8344 -0.0534 -0.8294 0.081
H -2.1121 -0.6429 0.6857 0.0082 0.6132 0.3670 0.018
H -1.1789 -1.7827 1.5755 0.4134 0.1162 0.1003 0.073
C -5.3289 -3.9843 -3.6272 0.8501 0.3415 -0.0375 -0.072
C -4.2223 -3.4892 -2.6355 -0.6360 -0.8257 -0.9260 -0.285
O -3.3147 -4.5999 -2.6288 0.0182 1.2317 0.1886 -0.120
H -5.7532 -5.0013 -3.4430 1.1397 0.5368 -0.0866 0.089
H -4.9901 -3.8249 -4.6804 -0.2187 -0.5657 0.7878 0.075
H -6.1776 -3.3845 -3.4955 -1.3698 1.3072 -0.0018 0.015
H -4.6214 -3.2769 -1.6266 0.0113 -0.3217 -0.3596 0.086
H -3.7849 -2.4782 -2.9694 -0.2712 -1.5102 0.1756 0.092
H -2.8159 -4.5593 -1.7966 0.3039 -0.4116 0.2054 0.008
C 1.5526 0.4891 6.5285 -0.8760 1.5626 -1.4812 -0.081
C 0.7838 -0.7817 6.3160 2.2899 -1.0718 0.9862 -0.295
O 1.2263 -1.3458 5.0935 -1.2817 -0.1023 -0.4792 -0.099
H 1.1758 1.0279 5.6511 0.5342 0.5458 -0.1256 0.081
H 2.6116 0.3639 6.3607 0.1408 -0.2088 0.2709 0.029
H 1.3334 1.1934 7.3335 0.0023 -0.6816 0.4792 0.084
H -0.2424 -0.5684 6.1760 -1.1704 -0.1662 0.3315 0.100
H 1.0583 -1.5018 7.1141 -0.9439 0.1796 -0.0671 0.119
H 2.1680 -1.4293 5.1072 1.2577 -0.1096 0.1119 0.030
C 1.0530 4.8606 2.0892 0.7116 -0.3548 -2.0019 -0.091
C 1.2585 6.3181 1.7929 0.1637 0.4424 0.0701 -0.300
O 0.1827 6.6944 0.8713 0.6585 -0.0841 0.6696 -0.099
H 0.0899 4.8178 2.5291 -0.9600 -0.6433 0.3295 0.056
H 1.7781 4.2156 2.5890 0.2752 0.8028 0.4243 0.073
H 1.0774 4.4914 1.0661 -0.7585 -0.8590 -0.0129 0.041
H 2.2383 6.5568 1.3298 -0.4704 -0.1031 0.3743 0.114
H 1.1301 6.7857 2.7567 0.1561 1.0774 0.1036 0.097
H 0.0428 7.6507 0.9150 0.1923 -0.3170 0.0671 0.076
C 0.6057 6.4498 -5.2259 0.1253 -1.6354 0.1145 -0.074
C 1.3615 5.1635 -5.6506 -1.1350 0.0880 -0.2219 -0.296
O 0.8538 4.0976 -4.8562 0.2234 0.2287 0.8667 -0.123
H 0.6753 6.4873 -4.1196 -0.5557 -0.0893 -0.5837 0.083
H -0.4028 6.3432 -5.6378 -0.0699 0.3279 0.6207 0.071
H 1.0420 7.3552 -5.5745 0.4806 0.6686 -0.6054 0.050
H 2.4010 5.2866 -5.4246 0.8217 -0.0348 -0.1611 0.092
H 1.2043 4.8552 -6.7106 0.3289 0.7641 0.4827 0.120
H 0.5801 3.3557 -5.3894 -0.3581 -0.5300 -0.3796 0.021
C -3.5523 -3.4470 2.5004 -1.6163 -0.2981 0.3793 -0.065
C -4.4353 -3.3135 1.2445 0.7518 -1.2319 -0.6336 -0.302
O -4.3863 -2.0953 0.5432 0.3329 0.6761 -0.0101 -0.134
H -2.4823 -3.4233 2.3739 0.2589 -0.0942 -0.4099 0.033
H -3.8523 -4.4075 2.9909 0.4230 0.6089 -0.3435 0.092
H -3.8356 -2.6601 3.1985 0.0842 0.1424 0.1394 0.056
H -5.4846 -3.4556 1.4773 -0.1396 -0.0608 0.3463 0.111
H -4.1728 -4.1243 0.5242 -0.0999 0.2012 0.4588 0.101
H -3.4746 -1.9438 0.2381 0.0155 -0.0345 0.1757 0.054
```
Forces are in eV/Å.

orbital gap	9.00	eV
DFT total energy	-3664.80984	Eh
highest occupied orbital energy	-8.4	eV
charge	0
energy above the lowest of the compared OMol25 structures with the same formula, charge and spin	3.425	eV